1) The following is a quantum chemistry calculation of 2 unconnected molecules or ions with the total composition C2HNO2S, from the Open Molecules 2025 dataset.

Last columns: bonded neighbours and bond lengths (Å).
Cartesian coordinates (Å):
1 C 0.723 1.412 0.075  N3 1.241, S6 1.555
2 C -1.500 -1.823 -0.409  O4 1.141, O5 1.141
3 N 1.836 1.212 0.585  C1 1.241, H7 0.994
4 O -1.078 -2.877 -0.527  C2 1.141
5 O -1.781 -0.726 -0.267  C2 1.141
6 S -0.309 2.258 -0.723  C1 1.555
7 H 2.109 0.543 1.267  N3 0.994

## Properties
E_HOMO = -9.6 eV
lowest unoccupied orbital energy = 0.00302 hartree
SMILES string = N=C=S.O=C=O

Mulliken population analysis, charges in e, atoms 1 to 5: number 1, C, carries 0.43; number 2, C, carries 0.67; number 3, N, carries -0.44; number 4, O, carries -0.34; number 5, O, carries -0.32

***

2) The following is a quantum chemistry calculation of a single C2HNO2S molecule, from the Open Molecules 2025 dataset.

Last columns: bonded neighbours and bond lengths (Å).
Cartesian coordinates (Å):
1 C -1.517 0.685 -0.398  C2 1.298, O4 1.183
2 C -0.490 0.329 0.313  C1 1.298, O5 1.207, S6 2.254
3 N 1.863 -0.967 -0.047  S6 1.525, H7 0.990
4 O -2.496 0.939 -1.011  C1 1.183
5 O 0.102 0.610 1.326  C2 1.207
6 S 0.720 -0.990 -1.056  C2 2.254, N3 1.525
7 H 1.817 -0.605 0.873  N3 0.990

## Properties
E_HOMO (spin up / spin down) = -9.4 / -8.6 eV
lowest unoccupied orbital energy (spin up / spin down) = -0.04369 / -0.06279 hartree

Mulliken population analysis, charges in e, atoms 1 to 5: number 1, C, carries 0.69; number 2, C, carries 0.11; number 3, N, carries -0.39; number 4, O, carries -0.34; number 5, O, carries -0.51

***

Most stable one: 1), least stable one: 2).

***

1) The following is a quantum chemistry calculation of a single C2HNO2S molecule, from the Open Molecules 2025 dataset.

Last columns: bonded neighbours and bond lengths (Å).
Cartesian coordinates (Å):
1 C -3.268 0.050 0.007  C2 1.442, N3 1.152
2 C -1.965 -0.138 -0.583  C1 1.442, O4 1.179, O5 1.673
3 N -4.224 0.375 0.562  C1 1.152
4 O -1.622 -0.765 -1.521  C2 1.179
5 O -0.957 0.927 0.223  C2 1.673, S6 1.635
6 S 0.477 1.145 -0.532  O5 1.635, H7 1.362
7 H 1.410 0.699 0.354  S6 1.362

## Properties
E_HOMO = -9.5 eV
lowest unoccupied orbital energy = -0.04083 hartree
SMILES string = N#CC(=O)OS

Mulliken population analysis, charges in e, atoms 1 to 5: number 1, C, carries 0.19; number 2, C, carries 0.61; number 3, N, carries -0.24; number 4, O, carries -0.31; number 5, O, carries -0.33

***

2) The following is a quantum chemistry calculation of a single C2HNO2S molecule, from the Open Molecules 2025 dataset.

Last columns: bonded neighbours and bond lengths (Å).
Cartesian coordinates (Å):
1 C 0.237 -2.928 0.377  C2 1.418, O4 1.188, S6 1.738
2 C -0.155 -1.650 -0.099  C1 1.418, N3 1.254, S6 1.833
3 N -0.979 -0.830 -0.567  C2 1.254, O5 1.402
4 O 0.010 -4.070 0.609  C1 1.188
5 O -0.867 0.551 -0.350  N3 1.402, H7 1.046
6 S 1.358 -1.721 0.932  C1 1.738, C2 1.833
7 H 0.002 0.991 0.029  O5 1.046

## Properties
E_HOMO = -10.2 eV
lowest unoccupied orbital energy = -0.02683 hartree
SMILES string = O=c1s/c1=N\O

Mulliken population analysis, charges in e, atoms 1 to 5: number 1, C, carries 0.38; number 2, C, carries 0.35; number 3, N, carries -0.17; number 4, O, carries -0.43; number 5, O, carries -0.34

***

3) The following is a quantum chemistry calculation of 2 unconnected molecules or ions with the total composition C2HNO2S, from the Open Molecules 2025 dataset.

Last columns: bonded neighbours and bond lengths (Å).
Cartesian coordinates (Å):
1 C -0.060 -0.810 -0.046  N3 1.127, H7 1.084
2 C 2.891 -1.033 -0.766  O5 1.250, S6 1.908
3 N 0.855 -0.752 -0.702  C1 1.127
4 O 2.774 1.547 0.510  S6 1.456
5 O 3.189 -1.165 0.441  C2 1.250, S6 1.870
6 S 3.674 0.565 -0.078  C2 1.908, O4 1.456, O5 1.870
7 H -0.882 -0.766 0.661  C1 1.084

## Properties
E_HOMO = -8.4 eV
lowest unoccupied orbital energy = 0.00788 hartree
SMILES string = O=S1#CO1.C#N

Mulliken population analysis, charges in e, atoms 1 to 5: number 1, C, carries 0.10; number 2, C, carries 0.12; number 3, N, carries -0.30; number 4, O, carries -0.46; number 5, O, carries -0.17

***

Most stable one: 1), least stable one: 3).

***

1) The following is a quantum chemistry calculation of 2 unconnected molecules or ions with the total composition C5H15NSi, from the Open Molecules 2025 dataset.

Last columns: bonded neighbours and bond lengths (Å).
Cartesian coordinates (Å):
1 C 0.917 1.367 2.285  C5 1.504, H8 1.066, H9 1.066, H10 1.009
2 C 1.686 1.585 -0.041  C5 1.491, H11 1.105, H12 1.065, H13 1.096
3 C -0.271 -1.160 -2.951  N6 1.500, H14 1.018, H15 1.058, H16 1.041
4 C -2.477 -1.313 0.825  Si7 1.949, H17 1.080, H18 1.050, H19 1.065
5 C 1.444 0.634 1.081  C1 1.504, C2 1.491, H20 1.109
6 N -1.063 -0.662 -1.779  C3 1.500, Si7 1.799, H21 1.061
7 Si -0.788 -1.367 -0.147  C4 1.949, N6 1.799, H22 1.487
8 H 1.648 1.992 2.745  C1 1.066
9 H 0.135 1.988 1.911  C1 1.066
10 H 0.575 0.595 2.839  C1 1.009
11 H 1.102 2.517 0.067  C2 1.105
12 H 1.485 1.277 -1.040  C2 1.065
13 H 2.728 1.922 -0.081  C2 1.096
14 H 0.671 -1.505 -2.783  C3 1.018
15 H -0.890 -1.936 -3.316  C3 1.058
16 H -0.247 -0.469 -3.730  C3 1.041
17 H -3.321 -0.739 0.473  C4 1.080
18 H -2.724 -2.309 1.043  C4 1.050
19 H -2.137 -0.853 1.724  C4 1.065
20 H 2.369 0.057 1.286  C5 1.109
21 H -1.151 0.395 -1.795  N6 1.061
22 H 0.062 -2.584 -0.064  Si7 1.487

## Properties
E_HOMO (spin up / spin down) = -6.4 / -7.4 eV
lowest unoccupied orbital energy (spin up / spin down) = 0.02752 / 0.02026 hartree

Mulliken population analysis, charges in e, atoms 1 to 5: number 1, C, carries -1.37; number 2, C, carries -1.10; number 3, C, carries -1.02; number 4, C, carries -1.03; number 5, C, carries 0.07

***

2) The following is a quantum chemistry calculation of a single C5H15NSi molecule, from the Open Molecules 2025 dataset.

Last columns: bonded neighbours and bond lengths (Å).
Cartesian coordinates (Å):
1 C -1.552 0.762 1.730  C5 1.481, H8 1.159, H9 1.101, H10 1.165
2 C 2.292 -0.018 0.261  N6 1.430, H11 1.111, H12 1.162, H13 1.089
3 C 0.991 -2.064 -0.295  N6 1.494, H14 1.088, H15 1.115, H16 1.041
4 C -1.470 -0.552 -1.758  Si7 1.855, H17 1.102, H18 1.112, H19 1.224
5 C -0.762 1.533 0.742  C1 1.481, Si7 2.008, H20 1.124, H21 1.065
6 N 1.018 -0.591 -0.046  C2 1.430, C3 1.494, Si7 1.791
7 Si -0.198 0.448 -0.850  C4 1.855, C5 2.008, N6 1.791, H22 1.619
8 H -2.515 0.258 1.328  C1 1.159
9 H -1.015 -0.151 2.030  C1 1.101
10 H -1.821 1.396 2.671  C1 1.165
11 H 2.173 0.826 0.974  C2 1.111
12 H 2.971 -0.800 0.788  C2 1.162
13 H 2.711 0.603 -0.530  C2 1.089
14 H 1.585 -2.397 -1.144  C3 1.088
15 H 1.508 -2.528 0.577  C3 1.115
16 H -0.029 -2.237 -0.403  C3 1.041
17 H -1.821 -1.392 -1.137  C4 1.102
18 H -2.336 0.120 -1.942  C4 1.112
19 H -0.875 -1.026 -2.717  C4 1.224
20 H 0.110 1.984 1.290  C5 1.124
21 H -1.282 2.365 0.326  C5 1.065
22 H 0.549 1.653 -1.632  Si7 1.619

## Properties
E_HOMO = -8.1 eV
lowest unoccupied orbital energy = 0.03152 hartree
SMILES string = CC[Si@H](C)N(C)C

Mulliken population analysis, charges in e, atoms 1 to 5: number 1, C, carries -1.04; number 2, C, carries -0.96; number 3, C, carries -1.03; number 4, C, carries -1.04; number 5, C, carries -0.51

***

Most stable one: 2), least stable one: 1).

***

1) The following is a quantum chemistry calculation of 3 unconnected molecules or ions with the total composition CH10N3O2, from the Open Molecules 2025 dataset.

Last columns: bonded neighbours and bond lengths (Å).
Cartesian coordinates (Å):
1 N 0.674 -0.371 -0.490  C2 1.387, H5 1.077, H6 1.021
2 C 1.111 0.139 0.723  N1 1.387, N3 1.299, N4 1.320
3 N 1.035 1.419 0.929  C2 1.299, H7 1.012, H8 1.012
4 N 1.699 -0.730 1.525  C2 1.320, H9 1.012, H10 1.016
5 H 0.301 0.326 -1.221  N1 1.077
6 H 0.431 -1.362 -0.531  N1 1.021
7 H 1.410 1.908 1.731  N3 1.012
8 H 0.415 1.957 0.336  N3 1.012
9 H 2.040 -1.627 1.203  N4 1.012
10 H 1.975 -0.424 2.453  N4 1.016
11 H -1.261 0.209 -2.583  O13 0.963
12 H -1.002 1.711 -2.697  O13 0.968
13 O -0.728 0.920 -2.210  H11 0.963, H12 0.968
14 H -2.992 -0.810 0.698  O16 0.962
15 H -2.662 -2.097 0.143  O16 0.967
16 O -2.446 -1.167 -0.009  H14 0.962, H15 0.967

## Properties
E_HOMO (spin up / spin down) = -19.5 / -19.0 eV
total charge = +2
lowest unoccupied orbital energy (spin up / spin down) = -0.30228 / -0.52076 hartree
2S+1 = 2

Mulliken population analysis, charges in e, atoms 1 to 5: number 1, N, carries -0.04; number 2, C, carries 0.73; number 3, N, carries -0.24; number 4, N, carries -0.27; number 5, H, carries 0.34

***

2) The following is a quantum chemistry calculation of 3 unconnected molecules or ions with the total composition CH10N3O2, from the Open Molecules 2025 dataset.

Last columns: bonded neighbours and bond lengths (Å).
Cartesian coordinates (Å):
1 N 0.762 0.207 1.105  C2 1.280, H5 1.077, H6 1.025
2 C 0.996 1.199 0.330  N1 1.280, N3 1.359, N4 1.404
3 N 0.331 1.453 -0.828  C2 1.359, H7 1.013, H8 1.028
4 N 2.116 2.018 0.544  C2 1.404, H9 1.029, H10 1.032
5 H -0.244 -0.168 1.017  N1 1.077
6 H 1.401 -0.091 1.848  N1 1.025
7 H 0.877 1.733 -1.634  N3 1.013
8 H -0.689 1.570 -0.776  N3 1.028
9 H 2.619 2.273 -0.315  N4 1.029
10 H 2.061 2.841 1.164  N4 1.032
11 H -1.516 -1.652 -0.103  O13 0.985
12 H -2.369 -0.456 0.410  O13 0.963
13 O -1.467 -0.715 0.193  H11 0.985, H12 0.963
14 H -1.147 -3.275 -1.595  O16 0.957
15 H -2.246 -3.759 -0.657  O16 0.956
16 O -1.485 -3.181 -0.704  H14 0.957, H15 0.956

## Properties
E_HOMO (spin up / spin down) = -18.7 / -18.7 eV
total charge = +2
lowest unoccupied orbital energy (spin up / spin down) = -0.35634 / -0.52116 hartree
2S+1 = 2

Mulliken population analysis, charges in e, atoms 1 to 5: number 1, N, carries -0.14; number 2, C, carries 0.47; number 3, N, carries -0.13; number 4, N, carries -0.24; number 5, H, carries 0.43

***

Most stable one: 1), least stable one: 2).